No. 1
41
Properties=species:S:1:pos:R:3:forces:R:3:mulliken_charge:R:1 method="wB97M-V/def2-TZVPD" smiles="O=C(NCc1cccs1)C1CCN(S(=O)(=O)c2cccs2)CC1" homo_lumo_gap_ha=0.3272 e_homo_ev=-8.61
O -2.706 -2.503 -1.146 -0.3841 -0.3226 -0.0098 -0.696
C -1.830 -1.695 -0.918 0.5880 -0.2875 0.1429 0.066
N -1.928 -0.385 -1.222 0.0440 0.4830 -0.2704 0.013
H -1.197 0.257 -0.944 -0.0169 -0.1449 0.0415 0.123
C -3.163 0.203 -1.701 -0.0046 -0.1705 -0.0426 -1.221
C -3.805 1.022 -0.628 -0.0927 0.4078 -0.0400 0.466
C -4.390 0.574 0.517 0.0666 -0.0110 -0.2617 -0.373
C -4.841 1.621 1.352 -0.0236 0.1552 0.0728 -0.584
C -4.586 2.848 0.832 0.1702 0.1949 -0.2756 -0.465
S -3.785 2.752 -0.685 -0.2034 -0.5232 0.3373 -0.141
H -4.819 3.809 1.244 -0.0770 0.1709 0.1380 0.437
H -5.334 1.463 2.295 -0.0919 0.0166 0.1642 0.389
H -4.498 -0.471 0.747 -0.0023 -0.2359 0.0117 0.496
H -3.812 -0.632 -1.983 0.1009 0.2104 -0.0495 0.470
H -2.957 0.822 -2.579 -0.0797 -0.1283 0.0044 0.406
C -0.507 -2.076 -0.249 -0.1985 0.1074 -0.0572 0.571
C 0.679 -1.684 -1.145 0.1283 -0.0833 0.0581 -0.648
C 1.999 -1.662 -0.373 0.0027 -0.0665 -0.7201 -1.068
N 1.907 -0.924 0.870 0.1688 0.9952 0.0942 0.193
S 1.726 0.737 0.703 0.8830 -0.1025 0.1421 1.263
O 1.583 1.278 2.018 0.0320 -0.1306 0.2344 -0.734
O 0.746 1.116 -0.284 0.1822 -0.0116 -0.2026 -0.676
C 3.315 1.180 0.065 -0.5660 -0.0729 -0.2787 -0.116
C 4.500 1.199 0.734 -0.2504 -0.0600 0.0903 -0.326
C 5.572 1.599 -0.091 -0.0193 0.0075 -0.0444 -0.578
C 5.172 1.870 -1.363 -0.5178 -0.0886 -0.0923 -0.426
S 3.481 1.650 -1.580 0.3892 0.0536 0.1980 -0.033
H 5.774 2.193 -2.189 0.1380 0.0818 -0.1743 0.446
H 6.589 1.682 0.247 0.1778 0.0330 0.0337 0.402
H 4.581 0.943 1.774 0.0355 -0.0668 0.2341 0.492
C 0.918 -1.498 1.765 -0.5729 0.1291 0.4818 -1.332
C -0.473 -1.422 1.143 0.1767 -0.1887 0.1070 -0.450
H -1.200 -1.918 1.789 -0.0478 0.0532 0.0014 0.505
H -0.745 -0.367 1.077 -0.1350 -0.0802 0.0810 0.265
H 1.212 -2.531 1.968 0.0802 0.0784 -0.0170 0.427
H 0.957 -0.923 2.691 -0.0695 -0.2433 0.0672 0.471
H 2.316 -2.678 -0.117 0.0554 0.1032 0.0256 0.436
H 2.783 -1.201 -0.978 0.0280 -0.2002 -0.0503 0.330
H 0.521 -0.694 -1.569 0.0274 -0.2003 -0.0825 0.302
H 0.753 -2.394 -1.970 -0.0079 0.0202 -0.0328 0.509
H -0.507 -3.163 -0.119 -0.1134 0.1180 -0.0598 0.387

No. 2
16
Properties=species:S:1:pos:R:3:forces:R:3:mulliken_charge:R:1 method="wB97M-V/def2-TZVPD" homo_lumo_gap_ha=0.3633 e_homo_ev=-9.75
C 1.575 1.540 -0.409 -0.6306 0.4319 1.3825 -0.295
C 2.332 2.564 0.081 0.4599 -1.1522 -0.8873 -0.281
C 3.614 0.766 -0.906 -1.5885 1.9545 0.4383 -0.038
C -5.310 -1.562 0.990 -0.0211 1.0467 -0.1729 -0.211
N 2.329 0.585 -0.969 0.5235 -2.0168 -0.5994 -0.380
N -4.224 -1.299 0.389 0.2443 -0.0650 0.0190 -0.457
O 0.261 -1.249 -0.235 -0.7874 0.4030 -0.2009 -0.432
O 2.319 -2.452 -0.358 0.1806 0.2312 -0.7723 -0.452
S 4.010 2.295 -0.224 -0.5327 -0.2679 0.2232 -0.098
S 1.328 -1.689 -1.080 0.4227 -0.6642 0.9631 0.778
H 0.499 1.310 -0.160 1.3149 0.5517 -0.7013 0.318
H 2.007 3.352 0.665 -0.4816 1.5396 0.8173 0.448
H -6.254 -1.698 0.384 1.1468 -0.1776 0.6239 0.222
H -5.430 -1.474 2.084 -0.0345 -0.3330 -0.2927 0.210
H 4.321 0.073 -1.219 1.1041 -1.0055 -0.6472 0.432
H -3.378 -1.062 0.966 -1.3204 -0.4763 -0.1934 0.237

No. 3
14
Properties=species:S:1:pos:R:3:forces:R:3:mulliken_charge:R:1 method="wB97M-V/def2-TZVPD" smiles="NNC(=O)C(=O)C(N)=O" homo_lumo_gap_ha=0.3504 e_homo_ev=-9.77
N -0.770 -1.377 -1.281 -0.0267 -0.1730 -0.4258 0.017
C -1.110 -0.459 -0.358 0.1889 -0.2997 -0.2775 0.642
C -0.030 0.574 -0.020 -0.1418 0.2877 -0.3664 0.352
C 0.460 0.470 1.424 0.1902 0.4825 0.3602 0.488
N 0.440 -1.446 -1.988 -0.0104 0.2632 -0.2104 -0.714
N 0.619 1.677 1.996 0.0929 0.0335 0.4852 -0.350
O -2.179 -0.420 0.209 0.0822 0.2511 0.1379 -0.600
O 0.338 1.436 -0.785 -0.2316 -0.4855 0.4761 -0.532
O 0.692 -0.598 1.946 -0.1290 -0.1232 -0.2878 -0.580
H -1.462 -2.067 -1.537 0.0803 0.0307 0.1250 0.247
H 0.486 -0.717 -2.700 -0.0842 -0.1293 0.3014 0.269
H 1.226 -1.331 -1.362 0.0098 -0.1740 0.0886 0.307
H 0.421 2.514 1.484 -0.0272 0.1453 -0.1427 0.214
H 0.869 1.747 2.973 0.0066 -0.1094 -0.2636 0.241

No. 4
9
Properties=species:S:1:pos:R:3:forces:R:3:mulliken_charge:R:1 method="wB97M-V/def2-TZVPD" homo_lumo_gap_ha="0.2705 / 0.2757" e_homo_ev="-17.75 / -17.82" total_charge=+1
C -1.037 0.981 -0.307 1.2723 -2.9804 0.6309 0.492
C 1.304 -0.035 0.013 3.6667 2.1124 -1.0054 -0.648
N -2.117 -0.528 0.158 0.4877 -2.5772 0.2752 0.076
N -0.870 -1.025 0.138 1.0740 1.4179 -0.4136 -0.130
N -2.279 0.720 -0.097 -1.2358 3.9564 -0.8181 -0.139
N -0.073 0.027 -0.175 -4.1213 -0.7513 -0.1597 0.390
H 1.565 0.973 0.423 0.3778 -1.0245 -0.3283 0.327
H 1.518 -0.797 0.698 -0.0347 -0.9111 1.4092 0.330
H 1.987 -0.317 -0.852 -1.4867 0.7578 0.4098 0.303

No. 5
60
Properties=species:S:1:pos:R:3:forces:R:3:mulliken_charge:R:1 method="wB97M-V/def2-TZVPD" homo_lumo_gap_ha="0.1438 / 0.2037" e_homo_ev="-13.28 / -13.28" total_charge=+2
Sn -0.079 2.166 1.384 -0.3311 0.5133 0.2821 1.219
C 1.535 -2.703 -4.865 0.0245 -0.0369 -0.0382 -1.280
C 0.236 -1.910 -4.940 -0.0920 0.0654 0.1497 -0.288
C -0.940 -2.657 -5.542 0.0115 -0.0022 -0.0322 -1.038
C -1.329 -3.840 -4.669 -0.0205 -0.0351 0.0477 -1.048
C -1.535 -3.412 -3.249 0.0511 0.1479 0.0956 0.835
C -2.321 -4.136 -2.386 -0.0152 -0.0306 -0.0355 -0.737
C -2.503 -3.697 -1.081 0.0882 0.1753 0.1440 0.007
F -3.260 -4.396 -0.272 -0.0300 -0.0410 -0.0106 -0.273
C -1.914 -2.524 -0.573 -0.1129 -0.2328 -0.0662 -0.752
C -1.124 -1.781 -1.404 0.1582 0.1070 -0.2300 0.194
C -0.467 -0.553 -0.892 0.1789 0.1791 -0.1162 1.490
O -0.575 -0.251 0.293 0.0793 -0.0394 0.1293 -0.816
C 0.312 0.212 -1.868 -0.2181 -0.2504 0.1518 0.083
C 0.446 -0.295 -3.111 -0.1097 -0.3335 -0.2661 -0.719
N -0.134 -1.468 -3.552 0.3727 0.4051 -0.0870 0.067
C -0.915 -2.207 -2.754 -0.2355 -0.2128 0.1958 0.243
C 1.022 1.534 -1.629 0.0488 0.3576 0.3954 0.223
O 1.750 1.951 -2.493 0.0482 -0.0557 -0.1362 -0.609
O 0.792 2.164 -0.506 0.0556 -0.4927 -0.3603 -0.521
H 1.797 -3.044 -5.866 0.0115 0.0025 0.0040 0.393
H 1.443 -3.574 -4.216 -0.0023 -0.0018 -0.0020 0.385
H 2.356 -2.088 -4.497 -0.0158 0.0134 0.0166 0.405
H 0.404 -0.983 -5.485 -0.0321 -0.0177 -0.0480 0.505
H -0.666 -2.981 -6.545 -0.0058 -0.0420 0.0136 0.426
H -1.788 -1.976 -5.646 0.0085 0.0110 -0.0038 0.366
H -0.554 -4.613 -4.684 0.0096 0.0097 -0.0245 0.382
H -2.240 -4.318 -5.030 0.0084 0.0099 -0.0305 0.531
H -2.816 -5.043 -2.707 0.0025 0.0029 -0.0075 0.589
H -2.090 -2.230 0.452 0.0164 0.0244 -0.0021 0.753
H 1.046 0.231 -3.842 0.0168 0.0230 0.0276 0.595
Se -1.284 4.214 3.963 0.1829 0.1083 -0.0547 -0.071
Se 0.934 3.651 4.536 -0.2268 -0.1642 -0.0294 0.066
C 1.843 4.323 2.990 0.0826 0.1524 -0.1674 0.221
C 2.748 5.349 3.198 0.0047 -0.0061 0.1240 -0.607
C 3.486 5.837 2.130 0.0056 -0.0047 -0.0656 -0.265
C 3.277 5.295 0.876 -0.0161 -0.0105 0.0446 -0.880
C 2.347 4.280 0.735 0.0288 0.0408 0.1609 -0.074
N 1.648 3.786 1.772 0.0433 0.0434 -0.1219 0.015
C -2.037 2.494 4.398 -0.0363 -0.2374 0.0919 0.287
C -3.014 2.411 5.378 0.0366 0.1359 -0.0254 -0.655
C -3.504 1.155 5.705 0.0171 -0.0923 -0.0237 -0.272
C -2.994 0.042 5.056 -0.0301 0.0905 0.0213 -0.894
C -2.026 0.235 4.082 -0.1953 -0.0519 0.0718 -0.222
N -1.562 1.437 3.753 0.1613 -0.1162 0.0061 0.044
H 2.862 5.761 4.190 0.0011 0.0119 -0.0053 0.436
H 4.198 6.638 2.278 0.0023 -0.0060 0.0077 0.436
H 3.818 5.645 0.008 -0.0037 0.0005 -0.0067 0.471
H 2.157 3.838 -0.229 -0.0642 -0.0850 -0.0588 0.429
H -3.358 3.302 5.884 -0.0067 -0.0108 0.0047 0.417
H -4.258 1.049 6.473 -0.0048 0.0078 -0.0015 0.425
H -3.330 -0.954 5.302 -0.0021 -0.0044 -0.0116 0.433
H -1.615 -0.611 3.544 0.0570 0.0108 0.0052 0.517
O 1.935 0.746 2.506 0.0222 -0.1282 -0.1281 -0.181
N 2.284 -0.275 1.956 0.0950 -0.0376 0.0623 0.080
C 2.099 -1.522 2.232 -0.0666 0.4312 -0.0469 0.727
C 1.280 -1.867 3.356 0.0094 -0.1596 -0.0477 0.123
N 0.571 -2.087 4.231 -0.0037 -0.0090 0.0126 -0.330
C 2.624 -2.484 1.313 -0.0560 -0.1466 0.0763 0.046
N 2.984 -3.268 0.558 -0.0072 0.0142 -0.0510 -0.338

No. 6
76
Properties=species:S:1:pos:R:3:forces:R:3:mulliken_charge:R:1 method="wB97M-V/def2-TZVPD" homo_lumo_gap_ha="0.1994 / 0.1616" multiplicity=4 e_homo_ev="-14.70 / -14.69" total_charge=+3
Re -1.376 -0.034 -0.170 0.0824 -0.1982 0.2112 1.166
C -4.970 -2.607 0.380 0.0316 -0.0278 0.0415 -1.884
C -3.682 -1.958 0.008 0.0491 -0.0101 -0.0500 1.327
N -3.223 -0.887 0.556 -0.1254 0.0383 0.0120 0.232
N -3.879 -0.288 1.601 0.0546 0.1514 -0.1541 -0.804
C -3.387 0.858 2.106 -0.0630 -0.1836 0.1815 0.678
N -4.015 1.422 3.116 0.0765 -0.0055 -0.0334 -0.356
S -1.969 1.596 1.476 -0.0313 0.1168 -0.2086 -0.450
C -2.815 -2.509 -1.059 -0.0100 0.0576 0.0844 0.559
C -3.087 -3.712 -1.671 0.0380 -0.0157 -0.0664 -0.975
C -2.244 -4.167 -2.685 -0.0664 -0.0119 0.0453 -0.673
C -1.176 -3.386 -3.063 0.0684 0.0461 -0.0280 -1.040
C -0.946 -2.189 -2.396 -0.0333 0.0049 -0.0341 -0.148
N -1.724 -1.767 -1.400 -0.2075 -0.0483 -0.0713 0.244
H -5.701 -1.886 0.742 -0.0080 -0.0006 -0.0057 0.585
H -5.415 -3.096 -0.482 -0.0048 -0.0017 0.0070 0.535
H -4.810 -3.367 1.151 0.0103 0.0051 0.0096 0.348
H -4.662 -0.767 2.026 0.0481 -0.0131 0.0321 0.261
H -4.835 1.023 3.550 -0.0169 0.0036 -0.0147 0.211
H -3.641 2.262 3.533 0.0078 -0.0052 0.0045 0.239
H -3.938 -4.303 -1.369 -0.0120 -0.0024 -0.0108 0.486
H -2.443 -5.112 -3.173 0.0028 -0.0066 0.0024 0.487
H -0.509 -3.684 -3.860 -0.0015 0.0039 -0.0070 0.515
H -0.118 -1.551 -2.669 0.0484 0.0066 0.0087 0.636
O -3.355 0.488 -2.230 0.0569 0.0382 0.0094 -0.481
N -2.246 1.149 -1.713 -0.0434 0.1216 -0.2178 0.520
C -1.945 2.290 -2.219 -0.0092 -0.0265 0.0474 0.027
C -0.890 3.210 -1.815 -0.0643 -0.0518 -0.0267 0.660
C -1.097 4.519 -2.254 0.0754 0.0411 0.0241 -1.195
C -0.227 5.541 -1.896 -0.0477 -0.0365 -0.0224 -0.895
C 0.880 5.248 -1.123 0.0447 -0.0102 0.0326 -0.834
C 1.126 3.937 -0.714 0.0190 0.0219 -0.0314 -0.480
C 0.254 2.910 -1.042 -0.0149 -0.0102 -0.0237 0.083
P 0.708 1.220 -0.580 -0.0484 0.2197 0.0620 1.340
C 1.643 0.521 -1.946 0.0427 -0.0437 0.0205 0.906
C 2.069 1.309 -3.014 -0.0587 -0.0402 -0.0592 -1.000
C 2.885 0.756 -3.991 -0.0270 0.0122 0.0015 -0.701
C 3.280 -0.571 -3.901 0.0127 -0.0171 -0.0015 -0.875
C 2.862 -1.359 -2.833 -0.0157 0.0187 -0.0126 -0.763
C 2.043 -0.818 -1.857 0.0537 -0.0067 -0.0209 -0.666
C 1.782 1.302 0.863 -0.0070 -0.0554 -0.0036 0.836
C 1.377 2.036 1.982 -0.0203 -0.0039 0.0504 -0.226
C 2.179 2.080 3.109 -0.0050 -0.0244 -0.0388 -1.030
C 3.384 1.387 3.130 -0.0057 -0.0090 0.0032 -0.730
C 3.792 0.663 2.020 0.0030 0.0356 -0.0053 -0.710
C 2.997 0.618 0.884 0.0266 0.0659 0.0083 -0.475
H -3.728 1.021 -2.953 -0.0316 -0.0258 -0.0014 0.404
H -2.591 2.653 -3.018 -0.0011 0.0388 0.0192 0.526
H -1.955 4.747 -2.875 -0.0184 0.0099 0.0099 0.465
H -0.415 6.552 -2.227 0.0023 0.0000 -0.0114 0.463
H 1.571 6.032 -0.843 0.0087 -0.0006 -0.0052 0.498
H 2.018 3.723 -0.140 -0.0037 -0.0004 0.0115 0.594
H 1.779 2.349 -3.086 0.0066 0.0098 0.0091 0.441
H 3.222 1.367 -4.817 0.0016 0.0035 -0.0043 0.466
H 3.926 -0.991 -4.660 0.0012 -0.0058 -0.0034 0.449
H 3.192 -2.387 -2.756 0.0025 -0.0092 0.0030 0.543
H 1.751 -1.419 -1.002 -0.0444 0.0082 -0.0408 0.578
H 0.455 2.603 1.976 0.0113 0.0233 -0.0188 0.496
H 1.870 2.662 3.967 -0.0011 0.0042 0.0103 0.482
H 4.010 1.421 4.011 0.0119 0.0079 0.0028 0.463
H 4.738 0.139 2.029 0.0030 -0.0116 0.0102 0.526
H 3.345 0.066 0.023 -0.0047 0.0169 0.0179 0.463
I 5.499 -3.347 4.098 0.1083 -0.0049 0.0186 0.240
C 3.645 -2.664 3.492 -0.0979 0.0090 -0.0343 -0.275
C 2.816 -2.009 4.400 -0.0056 -0.0120 -0.0185 -0.446
C 1.570 -1.567 3.997 0.0183 -0.0232 -0.0014 -0.853
C 1.149 -1.765 2.682 0.0060 0.0619 0.0426 0.478
C 1.983 -2.420 1.776 0.0216 -0.0176 0.0059 -0.098
C 3.225 -2.874 2.178 -0.0467 -0.0035 0.0306 -0.598
C -0.166 -1.240 2.305 -0.1664 -0.0702 -0.2455 0.301
O -1.011 -0.810 3.044 -0.0815 -0.0208 0.0549 -0.595
O -0.415 -1.264 0.937 0.4150 -0.0656 0.3305 -0.249
H 3.145 -1.852 5.418 -0.0057 -0.0144 0.0154 0.476
H 0.913 -1.066 4.694 0.0019 0.0063 0.0083 0.498
H 1.653 -2.591 0.760 -0.0188 -0.0412 0.0395 0.305
H 3.868 -3.396 1.484 0.0025 -0.0156 -0.0070 0.468